1.
Computed, not measured: a molecular structure, C25H28DyF5O3, with ωB97M-V/def2-TZVPD.

Geometry (Å):
O (0.186101, -3.293674, -0.859497)
C (1.095594, -4.114138, -0.021333)
C (1.244849, -5.252492, -1.019682)
H (0.649732, -4.423542, 0.929095)
H (2.046665, -3.590039, 0.149521)
C (0.295667, -4.344656, -1.846813)
H (0.897805, -6.250039, -0.711632)
H (2.275394, -5.293927, -1.428962)
C (-1.059616, -4.884469, -2.194388)
H (-1.666498, -5.097082, -1.310800)
H (-0.892895, -5.810123, -2.739584)
H (-1.550370, -4.163273, -2.849198)
C (1.101160, -3.972704, -3.051908)
H (2.087721, -3.563845, -2.796872)
H (0.570839, -3.302390, -3.721015)
H (1.243698, -4.928794, -3.557719)
Dy (-0.344792, 1.541167, -0.652713)
C (0.850204, 3.529642, -1.584240)
C (1.413466, 3.479260, -0.263402)
C (2.188080, 2.283876, -0.154209)
H (1.347965, 4.282549, 0.485788)
C (2.120765, 1.592413, -1.409320)
C (1.354025, 2.397796, -2.311344)
H (1.206744, 2.182439, -3.375948)
H (0.203115, 4.319195, -1.997593)
H (2.810994, 1.976779, 0.699991)
H (2.697076, 0.690843, -1.666353)
C (-2.594152, 2.340164, -1.509651)
C (-1.817552, 1.889887, -2.630690)
C (-1.683094, 0.460833, -2.519092)
H (-1.435282, 2.514799, -3.456226)
C (-2.390970, 0.031132, -1.351007)
C (-2.934724, 1.190187, -0.706278)
H (-3.587082, 1.189436, 0.183662)
H (-2.977132, 3.359703, -1.362563)
H (-1.200009, -0.200970, -3.255360)
H (-2.598021, -1.016102, -1.085283)
O (0.151409, -2.130717, 1.431096)
C (1.009078, -1.332362, 0.492982)
C (2.370842, -1.223020, 1.153979)
H (0.591764, -0.283916, 0.209754)
H (1.136655, -1.859502, -0.448195)
C (2.090110, -1.733094, 2.581251)
H (2.746744, -0.187045, 1.131337)
H (3.056117, -1.918007, 0.638193)
C (0.587687, -1.574750, 2.736617)
H (2.702490, -1.316547, 3.360300)
H (2.257484, -2.818836, 2.497810)
H (0.368462, -0.497486, 2.866178)
H (0.172683, -2.156405, 3.587888)
F (-2.424707, 6.323124, 4.549878)
C (-2.068579, 5.305534, 3.721191)
C (-1.922042, 4.018773, 4.266252)
F (-2.185932, 3.759241, 5.583786)
C (-1.506855, 2.997500, 3.417852)
F (-1.445888, 1.698179, 3.819603)
C (-1.206852, 3.253238, 2.058846)
O (-0.736953, 2.282336, 1.312419)
C (-1.498289, 4.536260, 1.554406)
F (-1.476478, 4.697392, 0.201077)
C (-1.876051, 5.580413, 2.365026)
F (-2.048371, 6.829860, 1.863095)

Forces on atoms 1 to 2 (eV/Å):
0.9 -2.5 0.1
0.2 0.0 0.9

- spin multiplicity = 6
- electronic energy (a.u.) = -2579.41636
- HOMO level (spin up / spin down) (eV) = -8.0 / -8.1
- <S²> = 9.352

2.
Computed, not measured: C4H6N2 in the gas phase, with ωB97M-V/def2-TZVPD.

Geometry (Å):
C (0.855015, -1.257773, 0.846328)
N (0.115097, -0.284616, 0.360064)
C (-0.369860, 0.894638, 0.781157)
C (-0.848717, 1.546695, -0.397125)
N (-0.737769, 0.849735, -1.495568)
C (-0.209433, -0.399775, -1.071346)
H (0.751679, -0.879017, -1.416253)
H (1.714132, -1.587389, 0.279796)
H (0.950056, -1.485052, 1.890009)
H (-0.195276, 1.267190, 1.780458)
H (-1.233634, 2.566592, -0.403823)
H (-0.918152, -1.218670, -1.234311)

Forces on atoms 1 to 2 (eV/Å):
0.9 -0.4 1.0
0.2 0.1 0.1

- electronic energy (a.u.) = -265.41878
- HOMO level (spin up / spin down) (eV) = -7.3 / -7.2

3.
Computed, not measured: C19H20N2O5 in the gas phase, with ωB97M-V/def2-TZVPD.

Geometry (Å):
C (-0.784508, -0.294547, -2.033500)
O (-1.292727, -0.363682, -0.718630)
C (-2.379042, -1.174387, -0.505031)
C (-2.912680, -2.019149, -1.470683)
C (-4.002384, -2.820255, -1.176434)
C (-4.571303, -2.792546, 0.081718)
C (-4.042340, -1.949892, 1.042924)
C (-2.952426, -1.138180, 0.772810)
C (-2.448886, -0.195110, 1.828590)
C (-3.131853, 1.181682, 1.702895)
C (-2.641584, 1.910493, 0.477665)
O (-3.190909, 1.969771, -0.586952)
O (-1.464896, 2.506455, 0.751043)
C (-0.815649, 3.230200, -0.282386)
C (0.662004, 2.847133, -0.400295)
O (1.470005, 3.613820, -0.871988)
N (0.913759, 1.594012, 0.048192)
C (2.117214, 0.888438, 0.064382)
C (3.332152, 1.458564, -0.306286)
C (4.489498, 0.705172, -0.259832)
C (4.459150, -0.624409, 0.149837)
C (5.668440, -1.493770, 0.204632)
N (6.846728, -0.847192, 0.392217)
O (5.612656, -2.700820, 0.089530)
C (3.235450, -1.194650, 0.495089)
C (2.078004, -0.448673, 0.461352)
H (-0.385098, -1.260232, -2.357128)
H (0.025931, 0.431734, -2.015207)
H (-1.554822, 0.042320, -2.732652)
H (-2.490974, -2.061517, -2.461547)
H (-4.403066, -3.467355, -1.942066)
H (-5.420396, -3.416698, 0.313353)
H (-4.483490, -1.916464, 2.028842)
H (-1.367311, -0.072806, 1.756119)
H (-2.681896, -0.601560, 2.814278)
H (-4.210704, 1.046899, 1.625251)
H (-2.891736, 1.784238, 2.579339)
H (-0.880602, 4.301348, -0.069010)
H (-1.319292, 3.033686, -1.238266)
H (0.107229, 1.063632, 0.360145)
H (3.359916, 2.484287, -0.633882)
H (5.415150, 1.161376, -0.578747)
H (6.894534, 0.131126, 0.609241)
H (7.683076, -1.401124, 0.472059)
H (3.216876, -2.233142, 0.788563)
H (1.132810, -0.898248, 0.730473)

Forces on atoms 1 to 2 (eV/Å):
0.1 0.0 -0.3
-0.2 -0.1 0.4

- electronic energy (a.u.) = -1221.79982
- structure (SMILES) = COc1ccccc1CCC(=O)OCC(=O)Nc1ccc(C(N)=O)cc1
- HOMO level (eV) = -8.8

4.
Computed, not measured: C11H9NO in the gas phase, with ωB97M-V/def2-TZVPD.

Geometry (Å):
C (-3.481728, 0.502993, 0.545089)
C (-3.446893, -0.810166, 0.072980)
C (-2.297040, -1.301275, -0.410285)
C (-1.086507, -0.670414, -0.399194)
O (0.087751, -1.308673, -0.701808)
C (1.247639, -0.699048, -0.270680)
C (1.807031, 0.331781, -1.036425)
C (3.064086, 0.780535, -0.676923)
C (3.737244, 0.232349, 0.399620)
C (3.117601, -0.793587, 1.031845)
N (1.836369, -1.247424, 0.729373)
C (-1.105846, 0.713744, -0.041466)
C (-2.291581, 1.257408, 0.435718)
H (-4.320267, 1.070283, 1.027961)
H (-4.525059, -1.266502, -0.023700)
H (-2.482052, -2.317568, -0.728454)
H (1.098175, 0.862278, -1.636889)
H (3.588104, 1.576546, -1.350432)
H (4.599227, 0.753478, 0.629444)
H (3.606307, -1.359098, 1.789056)
H (-0.215823, 1.298327, 0.042596)
H (-2.536739, 2.394026, 0.572580)

Forces on atoms 1 to 2 (eV/Å):
0.9 1.2 0.4
-4.6 2.4 0.9

- electronic energy (a.u.) = -554.49636
- structure (SMILES) = c1ccc(Oc2ccccn2)cc1
- HOMO level (eV) = -8.7

5.
Computed, not measured: C4H8OS3 in the gas phase, with ωB97M-V/def2-TZVPD.

Geometry (Å):
O (2.896321, -1.014573, -0.712162)
C (1.547285, -1.146293, -0.179098)
C (1.120348, -0.045872, 0.768524)
S (1.133092, 1.720284, -0.002661)
C (-0.184887, -0.095241, 1.313374)
C (-1.177922, 0.001823, 0.138339)
S (-1.844579, 1.291981, -0.496239)
S (-1.581480, -1.672319, -0.075037)
H (2.923625, -1.782590, -1.209966)
H (0.743136, -1.221619, -1.048521)
H (1.463646, -1.992074, 0.401702)
H (1.718758, -0.432868, 1.697625)
H (2.493685, 1.642839, -0.376559)
H (-0.253684, -1.042634, 1.892873)
H (-0.481016, 0.874241, 2.006229)
H (-2.920201, -1.654350, -0.729930)

Forces on atoms 1 to 2 (eV/Å):
-1.9 2.1 2.3
-1.7 2.1 -3.5

- electronic energy (a.u.) = -1426.89021
- structure (SMILES) = OC[C@@H](S)CC(=S)S
- HOMO level (eV) = -8.6